Entry 1:
This record from the OMol25 dataset describes a 12-piece molecular cluster, C35H54Cl22N2O2S overall at a distorted geometry. The level of theory is ωB97M-V/def2-TZVPD.

The calculation puts the HOMO energy at -7.2 eV. The gap between HOMO and LUMO comes out at 0.26633 hartree. Its structure (SMILES) is O=NOCc1ccc2c(c1)Nc1ccccc1S2.ClCCCl.ClCCCl.ClCCCl.ClCCCl.ClCCCl.ClCCCl.ClCCCl.ClCCCl.ClCCCl.ClCCCl.ClCCCl.

Structure (ORCA input):
```
! wB97M-V def2-TZVPD RIJCOSX def2/J DEFGRID3
* xyz 0 1
O 3.46450 -0.57774 1.91456
N 3.18169 0.27326 1.13710
O 3.29731 1.50403 1.73289
C 2.47801 2.46472 0.99219
C 0.96735 2.32606 1.35754
C 0.05056 3.29252 0.71787
C -1.37513 3.16391 1.00039
C -1.84935 2.11595 1.88809
C -0.95204 1.15622 2.57626
C 0.47815 1.29178 2.28536
N -1.45093 0.14409 3.47881
C -2.56371 -0.60311 2.93559
C -2.55142 -2.07398 3.02664
C -3.62895 -2.89723 2.44980
C -4.73619 -2.18683 1.77371
C -4.81434 -0.71599 1.69818
C -3.71962 0.04854 2.28110
S -3.63072 1.87695 2.23812
H 2.88468 3.50913 1.04510
H 2.57097 2.14437 -0.09119
H 0.42816 4.07013 0.01366
H -2.09242 3.86917 0.52803
H 1.24643 0.61321 2.71701
H -0.73459 -0.54873 3.74238
H -1.69416 -2.57823 3.54575
H -3.63007 -4.00276 2.49257
H -5.54379 -2.79778 1.30974
H -5.64422 -0.17743 1.19276
Cl -4.05644 -4.00065 0.22740
C -3.80779 -5.31696 -0.95848
C -3.19771 -4.81413 -2.24706
Cl -4.32932 -3.79286 -3.17555
H -4.76734 -5.80438 -1.13307
H -3.13795 -6.04084 -0.49154
H -2.93680 -5.65519 -2.88651
H -2.29263 -4.23509 -2.06350
Cl 6.66230 -5.36150 1.86169
C 5.85823 -3.84817 1.37264
C 4.40534 -4.06347 1.01711
Cl 4.21107 -4.99991 -0.48662
H 6.41553 -3.42278 0.53886
H 5.93344 -3.16258 2.21779
H 3.91733 -3.10108 0.85459
H 3.87185 -4.58540 1.80997
Cl 2.83408 7.90491 3.94199
C 3.43228 6.23094 3.82911
C 3.70189 5.81717 2.40070
Cl 2.20091 5.66027 1.45159
H 2.70109 5.57791 4.30464
H 4.35575 6.18604 4.40790
H 4.19022 4.84084 2.38477
H 4.35017 6.52986 1.89171
Cl 0.64487 -3.87468 2.76297
C 2.14491 -3.40571 3.60008
C 1.87509 -2.60749 4.85554
Cl 1.22220 -0.99004 4.48884
H 2.76322 -2.84895 2.89720
H 2.66577 -4.32998 3.85498
H 2.80454 -2.45591 5.40547
H 1.17100 -3.11663 5.51307
Cl -1.80129 0.46944 -4.79537
C -2.05271 -0.85490 -3.62504
C -3.11149 -0.51564 -2.59961
Cl -2.58064 0.77101 -1.48450
H -1.09462 -1.07615 -3.15516
H -2.35981 -1.73023 -4.19875
H -3.32932 -1.39269 -1.98986
H -4.03817 -0.19144 -3.07275
Cl -1.09705 -7.64860 1.10757
C 0.01395 -8.49651 0.00080
C 0.42005 -7.63239 -1.17080
Cl -0.93683 -7.33054 -2.28567
H -0.47162 -9.41476 -0.32800
H 0.89544 -8.76680 0.58330
H 1.19798 -8.13310 -1.74865
H 0.80803 -6.66836 -0.84236
Cl -5.42630 4.26845 1.51303
C -5.84354 5.64224 0.45942
C -5.20609 5.49608 -0.90085
Cl -3.43516 5.68259 -0.82490
H -5.53634 6.56390 0.95307
H -6.93012 5.65505 0.36392
H -5.57644 6.26791 -1.57671
H -5.42851 4.52425 -1.34092
Cl 1.98350 -1.60828 -4.94790
C 1.57989 -0.33299 -6.12580
C 2.19234 -0.59492 -7.48259
Cl 3.96700 -0.42896 -7.46493
H 1.90706 0.62190 -5.71556
H 0.49222 -0.31252 -6.20833
H 1.81452 0.13038 -8.20409
H 1.95067 -1.59362 -7.84528
Cl 3.15464 9.10456 9.38501
C 4.30045 9.95513 8.31879
C 4.40492 9.30432 6.95823
Cl 5.19866 7.71048 7.03462
H 5.26669 9.99100 8.82111
H 3.93398 10.97666 8.21145
H 5.00828 9.92616 6.29590
H 3.42578 9.17122 6.50026
Cl 0.76591 3.79537 -4.52014
C -0.75106 4.64893 -4.14516
C -0.51605 6.05378 -3.64214
Cl 0.23360 6.04341 -2.02883
H -1.29907 4.05437 -3.41402
H -1.33257 4.67525 -5.06753
H -1.46892 6.57663 -3.54975
H 0.12200 6.62814 -4.31323
Cl -2.45773 -6.30568 -5.09382
C -1.56171 -6.52653 -6.61984
C -0.89359 -7.88039 -6.70505
Cl 0.45443 -8.04102 -5.55195
H -0.83778 -5.71677 -6.70549
H -2.28688 -6.42176 -7.42774
H -0.47442 -8.02267 -7.70180
H -1.59943 -8.68817 -6.51389
*
```

Atomic partial charges in e from the Löwdin method, atoms 1 to 5: atom 1 (O): 0.006, atom 2 (N): -0.034, atom 3 (O): -0.110, atom 4 (C): -0.153, atom 5 (C): -0.160

Entry 2:
This record from the OMol25 dataset describes H10NaO5 as an isolated structure at a distorted geometry. The level of theory is ωB97M-V/def2-TZVPD.

The calculation puts the HOMO energy at -15.6 eV. The gap between HOMO and LUMO comes out at 0.44313 hartree. The relative energy (zero: lowest compared OMol25 entry of this formula, charge and spin) is 14.2 kcal per mole.

Structure (ORCA input):
```
! wB97M-V def2-TZVPD RIJCOSX def2/J DEFGRID3
* xyz 1 1
Na 26.02463 17.07253 -8.34495
O 26.46539 17.89869 -6.34952
H 25.74832 18.50074 -6.08189
H 26.40555 17.14625 -5.74978
O 24.43837 18.88721 -9.12118
H 24.13483 18.98725 -10.00708
H 24.18849 19.68488 -8.68000
O 26.24856 16.57539 -10.67331
H 25.55799 16.51848 -11.29160
H 26.67291 15.73044 -10.67604
O 24.46925 15.19633 -8.48988
H 24.56711 14.87948 -7.59787
H 24.73565 14.52142 -9.08490
O 27.30574 15.18820 -7.85002
H 27.69908 14.84599 -8.64599
H 27.42237 14.60214 -7.13555
*
```

Atomic partial charges in e from the natural (NBO) method, atoms 1 to 5: atom 1 (Na): 0.942, atom 2 (O): -0.966, atom 3 (H): 0.494, atom 4 (H): 0.487, atom 5 (O): -0.967

Entry 3:
This record from the OMol25 dataset describes a 2-piece molecular cluster, C2H8OP2 overall at a distorted geometry. The level of theory is ωB97M-V/def2-TZVPD.

The calculation puts the HOMO energy (alpha / beta) at -7.5 / -7.6 eV. The gap between HOMO and LUMO (alpha / beta) comes out at 0.25657 / 0.25366 hartree. The relative energy (zero: lowest compared OMol25 entry of this formula, charge and spin) is 74.7 kcal per mole.

Structure (ORCA input):
```
! wB97M-V def2-TZVPD RIJCOSX def2/J DEFGRID3
* xyz 0 1
C 0.02983 -1.23268 -1.41187
C 0.87629 0.45911 0.86519
O 1.02618 1.74978 1.40897
P -2.03036 1.44256 -0.45860
P -0.65323 -0.06560 -0.09978
H -0.93295 -1.73895 -1.72614
H 0.66368 -0.96665 -2.30659
H 0.42454 -2.09581 -0.84721
H 1.04166 -0.32925 1.58669
H 1.83725 0.39141 0.18243
H 1.12181 2.52351 0.87820
H -1.81651 1.67164 0.92242
H -1.58819 -1.80906 1.00630
*
```

Atomic partial charges in e from the natural (NBO) method, atoms 1 to 5: atom 1 (C): -0.968, atom 2 (C): -0.368, atom 3 (O): -0.729, atom 4 (P): -0.236, atom 5 (P): 0.807

Entry 4:
This record from the OMol25 dataset describes C52H54N3OP2SScTe as an isolated structure at a distorted geometry. The level of theory is ωB97M-V/def2-TZVPD.

The calculation puts the HOMO energy at -11.9 eV. The gap between HOMO and LUMO comes out at 0.20332 hartree. The relative energy (zero: lowest compared OMol25 entry of this formula, charge and spin) is 50.4 kcal per mole.

Structure (ORCA input):
```
! wB97M-V def2-TZVPD RIJCOSX def2/J DEFGRID3
* xyz 2 1
Sc -0.28244 -0.00001 0.31567
C 0.71081 -3.65166 0.61832
N -0.40571 -4.22806 1.33597
C -1.31244 -3.42035 2.14839
P -0.88538 -1.58745 2.52067
C -2.43172 -0.94927 3.15878
C -2.81575 -1.24880 4.47325
C -4.04019 -0.76704 4.95707
C -4.93536 -0.12308 4.10114
C -4.51665 0.28769 2.81562
C -3.26287 -0.12203 2.35827
C 0.16228 -1.70001 3.97706
C 0.15113 -0.68886 4.97368
C 1.06023 -0.73280 6.03580
C 1.94700 -1.80491 6.13214
C 1.96481 -2.79444 5.15853
C 1.11857 -2.72078 4.06971
C -0.72194 -5.57796 1.17428
C -1.77079 -6.16313 1.94406
C -2.11472 -7.48948 1.77596
C -1.35397 -8.31269 0.93479
C -0.26283 -7.75184 0.25864
C 0.03334 -6.40773 0.32939
P 0.15911 -2.41013 -0.80171
C -0.72712 -3.42094 -1.99024
C -2.13306 -3.27544 -2.07473
C -2.87664 -4.22072 -2.76371
C -2.24824 -5.21950 -3.46137
C -0.85491 -5.34443 -3.44416
C -0.07975 -4.42966 -2.72212
C 1.72091 -1.95462 -1.58313
C 2.78720 -1.59287 -0.75421
C 4.02942 -1.26181 -1.30841
C 4.20338 -1.20526 -2.71058
C 3.08791 -1.39778 -3.51885
C 1.87730 -1.79505 -2.98375
H 1.34929 -4.45530 0.21332
H 1.33508 -3.04085 1.29279
H -1.40252 -3.92222 3.13854
H -2.32157 -3.38470 1.69199
H -2.18936 -1.87491 5.12619
H -4.36136 -0.96471 5.96174
H -5.97280 0.02512 4.39655
H -5.14516 0.93948 2.20329
H -2.91621 0.14765 1.36851
H -0.55334 0.14107 4.87982
H 1.04637 0.06119 6.74866
H 2.65852 -1.84001 6.95944
H 2.65483 -3.63749 5.21124
H 1.09016 -3.54368 3.32707
H -2.32127 -5.57468 2.67976
H -2.93916 -7.95251 2.32024
H -1.55285 -9.35766 0.81978
H 0.40942 -8.39001 -0.30134
H 0.82204 -5.96559 -0.31140
H -2.58714 -2.39902 -1.58170
H -3.96110 -4.16110 -2.71317
H -2.79791 -5.97202 -4.03934
H -0.38156 -6.12745 -4.05784
H 1.02212 -4.54774 -2.69244
H 2.74176 -1.65310 0.33499
H 4.86265 -0.99192 -0.63581
H 5.22625 -1.08528 -3.12160
H 3.13361 -1.20691 -4.59389
H 1.07700 -2.05015 -3.66500
C 3.75801 4.79675 -4.26410
C 4.28686 3.37524 -4.03040
C 3.18245 2.32691 -4.15965
N 2.13542 2.66356 -3.19306
C 1.17786 1.80954 -2.76226
S 0.88059 1.65991 -1.06102
N 0.35069 1.18079 -3.66647
C 0.18658 1.36626 -5.13373
O 0.01855 0.35273 -5.76810
C 0.10194 2.72843 -5.65865
C 0.19210 2.89375 -7.04846
C 0.16782 4.16587 -7.61388
C -0.08535 5.29758 -6.80764
C -0.25387 5.11395 -5.44663
C -0.21541 3.85288 -4.86729
H 4.50720 5.45349 -4.70836
H 3.38230 5.26506 -3.36850
H 2.90817 4.73370 -4.96203
H 4.77075 3.29847 -3.05484
H 5.05955 3.14594 -4.76686
H 3.59539 1.31180 -3.97385
H 2.73912 2.31289 -5.15901
H 2.46829 3.25638 -2.44011
H -0.12991 0.35155 -3.34370
H 0.31635 1.97717 -7.67187
H 0.33602 4.26916 -8.68547
H -0.18443 6.28169 -7.24729
H -0.38036 5.99861 -4.81331
H -0.47393 3.72092 -3.81783
C -1.36350 7.69335 4.41135
C -1.10815 6.31630 3.90500
C -0.63593 5.99845 2.61712
C -0.30491 4.69893 2.18779
C 0.14702 4.46887 0.77191
C -0.48623 3.65036 3.12604
Te 0.28798 1.59344 2.69298
C -1.07410 3.87973 4.38054
C -1.47312 2.75058 5.31938
C -1.36099 5.21322 4.71730
H -1.05410 8.46374 3.70012
H -0.77131 7.88159 5.31552
H -2.42814 7.87448 4.61265
H -0.41855 6.78937 1.87605
H 0.27214 5.44683 0.26556
H -0.60253 3.88895 0.21508
H 1.06846 3.92186 0.70159
H -2.05719 2.03560 4.72360
H -2.07649 3.11356 6.14797
H -0.59814 2.24543 5.67841
H -1.76771 5.38178 5.71781
*
```

Atomic partial charges in e from the Löwdin method, atoms 1 to 5: atom 1 (Sc): 0.424, atom 2 (C): -0.254, atom 3 (N): -0.189, atom 4 (C): -0.270, atom 5 (P): 0.912

Entry 5:
This record from the OMol25 dataset describes C30H21GaN7 as an isolated structure at a distorted geometry. The level of theory is ωB97M-V/def2-TZVPD.

The calculation puts the HOMO energy (alpha / beta) at -8.9 / -9.0 eV. The gap between HOMO and LUMO (alpha / beta) comes out at 0.16013 / 0.16310 hartree. The relative energy (zero: lowest compared OMol25 entry of this formula, charge and spin) is 84.0 kcal per mole.

Structure (ORCA input):
```
! wB97M-V def2-TZVPD RIJCOSX def2/J DEFGRID3
* xyz 1 1
Ga 0.97147 -0.39993 0.12553
C 2.81380 -0.48358 4.27093
C 2.01438 0.43267 5.06345
C 1.00630 1.13875 4.41666
C 0.77854 0.95771 3.05390
N 1.45734 -0.04810 2.35387
C 2.41938 -0.77455 2.98908
N -0.13717 1.74267 2.50143
C -0.59656 1.87004 1.25540
N -0.37359 1.00924 0.17589
C -1.43396 1.13945 -0.70663
N -1.73747 0.34779 -1.72492
C -1.31860 -1.94502 -0.87812
C -2.22371 -2.97262 -0.73552
C -2.38258 -3.57392 0.49745
C -1.50112 -3.31288 1.56593
C -0.49905 -2.37384 1.28754
N -0.41078 -1.68925 0.14506
C -2.44323 2.05683 -0.11980
C -3.72237 2.53378 -0.46304
C -4.21899 3.72069 0.11139
C -3.64164 4.27834 1.21319
C -2.46845 3.68650 1.74249
C -1.85462 2.67419 1.03291
H 3.67059 -0.97691 4.71430
H 2.21149 0.53721 6.18996
H 0.36943 1.85895 4.97537
H 2.82838 -1.61937 2.42744
H -2.87734 -3.35009 -1.53257
H -3.30061 -4.14539 0.67595
H -1.69614 -3.76678 2.57907
H 0.27755 -2.13778 2.02156
H -4.31908 2.04164 -1.21907
H -5.01837 4.14015 -0.44796
H -4.08960 4.98029 1.90669
H -1.98075 4.16933 2.56306
C -2.22046 -1.58895 -4.44562
C -0.88210 -1.41080 -4.97653
C 0.16610 -1.23947 -4.13423
C 0.03576 -1.10821 -2.74955
C -1.38303 -1.05333 -2.11782
C -2.46920 -1.48127 -3.09219
N 1.07056 -0.83744 -1.92680
N 2.26025 -1.01390 -2.42954
C 3.20887 -0.64038 -1.54158
C 4.57155 -0.49536 -1.95899
C 5.45785 0.23132 -1.18145
C 4.95886 1.00147 -0.14281
C 3.73837 0.74031 0.43038
C 2.85807 -0.12762 -0.21125
H -2.99407 -1.62408 -5.20048
H -0.77936 -1.34279 -6.04683
H 1.22434 -1.10859 -4.48638
H -2.25970 0.80289 -2.46756
H -3.42654 -1.72979 -2.63029
H 4.76298 -0.88671 -2.96900
H 6.52122 0.12776 -1.34643
H 5.57487 1.76582 0.25517
H 3.43191 1.27299 1.34199
*
```

Atomic partial charges in e from the natural (NBO) method, atoms 1 to 5: atom 1 (Ga): 1.717, atom 2 (C): -0.246, atom 3 (C): -0.128, atom 4 (C): -0.225, atom 5 (C): 0.353

Entry 6:
This record from the OMol25 dataset describes the molecule C5H9NO at a distorted geometry. The level of theory is ωB97M-V/def2-TZVPD.

The calculation puts the HOMO energy at -9.5 eV. The gap between HOMO and LUMO comes out at 0.38165 hartree. The relative energy (zero: lowest compared OMol25 entry of this formula, charge and spin) is 45.0 kcal per mole. Its structure (SMILES) is CC(C)=NCC=O.

Structure (ORCA input):
```
! wB97M-V def2-TZVPD RIJCOSX def2/J DEFGRID3
* xyz 0 1
C 1.81446 -0.88945 -0.44930
C 0.64765 -0.05051 -0.03576
C 0.79217 1.43015 -0.26480
N -0.19909 -0.62301 0.74109
C -1.47514 -0.01685 1.00766
C -2.17057 -0.73534 -0.11642
O -2.73979 -0.10789 -0.99945
H 2.02756 -0.74656 -1.50719
H 2.69455 -0.58928 0.12102
H 1.62090 -1.93775 -0.24369
H 1.81959 1.68022 -0.52059
H 0.14542 1.73508 -1.08691
H 0.53776 2.01346 0.61864
H -1.52828 1.07184 0.89644
H -1.85811 -0.39791 1.95951
H -2.12907 -1.83620 -0.12025
*
```

Atomic partial charges in e from the natural (NBO) method, atoms 1 to 5: atom 1 (C): -0.656, atom 2 (C): 0.333, atom 3 (C): -0.707, atom 4 (N): -0.440, atom 5 (C): -0.348